1) {"formula": "C2H13NO4", "method": "ωB97M-V with the def2-TZVPD basis set", "symbols": ["C", "C", "N", "H", "H", "H", "H", "H", "O", "H", "H", "O", "H", "H", "O", "H", "H", "O", "H", "H"], "xyz": [[-1.16407, 1.53379, -0.48919], [-0.14590, 1.38946, 0.37495], [-0.13999, 0.59925, 1.50406], [-2.10047, 1.12883, -0.09254], [-1.18092, 1.48350, -1.56818], [0.80800, 1.87259, 0.19556], [-1.00718, 0.13058, 1.72474], [0.68589, 0.06142, 1.68379], [-4.84572, -2.17363, -0.21442], [-4.62247, -1.27068, 0.02812], [-4.02773, -2.61783, -0.44836], [-2.35516, -1.32489, 2.75874], [-2.71122, -1.75684, 1.97438], [-2.97816, -0.58013, 2.84332], [5.59954, -2.78140, -2.83901], [6.41962, -2.41912, -3.17062], [5.04203, -3.23760, -3.46548], [2.77540, 3.55581, -0.78652], [1.82415, 3.45405, -0.82194], [3.14927, 3.50104, 0.09113]], "nbo_charge": [-0.577, 0.058, -0.829, 0.158, 0.227, 0.171, 0.389, 0.392, -0.936, 0.467, 0.470, -0.930, 0.468, 0.470, -0.962, 0.482, 0.481, -0.953, 0.478, 0.478], "homo_ev": -8.2, "lumo_energy_ev": 0.20, "orbital_gap_ev": 8.4, "smiles": "C=CN.O.O.O.O"}

=====

2) {"formula": "C2H13NO4", "method": "ωB97M-V with the def2-TZVPD basis set", "symbols": ["C", "N", "C", "H", "H", "H", "H", "H", "O", "H", "H", "O", "H", "H", "O", "H", "H", "O", "H", "H"], "xyz": [[-1.41827, -0.75251, 1.24770], [-0.28530, -1.23342, 0.96281], [0.85529, -0.38087, 1.39586], [-2.29106, -1.46086, 1.19974], [-1.84942, 0.23588, 1.35489], [0.90767, 0.64045, 1.00153], [1.73651, -0.85015, 0.98606], [0.96532, -0.43953, 2.45921], [-0.52384, 1.96245, -0.79969], [-0.96204, 2.28580, -1.59679], [-0.22105, 1.09120, -1.11164], [0.90858, -0.41918, -2.01922], [0.23334, -1.04246, -1.68866], [0.99261, -0.77445, -2.91360], [0.88652, 3.37803, 1.27372], [1.84098, 3.52383, 1.33586], [0.78615, 2.98664, 0.38431], [-0.58430, -2.81636, -1.41759], [-0.63554, -2.54837, -0.47863], [-1.34215, -3.38613, -1.57587]], "nbo_charge": [-0.026, -0.453, -0.461, 0.143, 0.182, 0.216, 0.204, 0.208, -0.970, 0.474, 0.495, -0.972, 0.494, 0.477, -0.954, 0.459, 0.491, -0.985, 0.502, 0.477], "homo_ev": -10.1, "lumo_energy_ev": 0.65, "orbital_gap_ev": 10.7, "smiles": "C=NC.O.O.O.O"}

=====

Winner for stability: 2)

=====

1) {"formula": "C3H8ClNS", "method": "ωB97M-V with the def2-TZVPD basis set", "symbols": ["C", "N", "C", "C", "S", "H", "H", "H", "H", "H", "H", "H", "Cl", "H"], "xyz": [[-1.06349, -1.10090, 0.60401], [-0.47125, 0.12035, 0.22277], [-0.81617, 0.49458, -1.11407], [0.46230, 0.82809, 0.88860], [1.05919, 2.23798, 0.38791], [-2.14004, -1.02553, 0.33215], [-0.71512, -2.06601, -0.06286], [-0.74656, -1.39797, 1.52020], [-0.19639, 1.38777, -1.39071], [-0.58500, -0.27847, -1.78746], [-1.85130, 0.70397, -1.11786], [0.79302, 0.49214, 1.87524], [3.27713, -0.83827, -0.18632], [2.99367, 0.44227, -0.17159]], "nbo_charge": [-0.389, -0.383, -0.435, -0.069, -0.174, 0.209, 0.183, 0.214, 0.248, 0.202, 0.199, 0.212, -0.306, 0.291], "homo_ev": -8.5, "lumo_energy_ev": 0.69, "orbital_gap_ev": 9.2, "smiles": "CN(C)C=S.Cl"}

=====

2) {"formula": "C3H8ClNS", "method": "ωB97M-V with the def2-TZVPD basis set", "symbols": ["C", "C", "C", "N", "S", "Cl", "H", "H", "H", "H", "H", "H", "H", "H"], "xyz": [[-0.77166, -1.03569, -0.69733], [0.72670, 0.25029, 0.80444], [-0.73228, 3.79295, -0.21781], [0.22319, 0.04424, -0.56318], [-0.52639, 2.89490, -1.62535], [-1.32488, 5.34542, -0.71932], [-0.74289, -1.64240, -1.72024], [-0.59774, -1.84537, 0.03577], [-1.71749, -0.71126, -0.16375], [1.42226, -0.60574, 1.14296], [1.28996, 1.10232, 0.74903], [-0.02323, 0.33626, 1.60491], [0.89886, -0.12529, -1.22041], [-0.10775, 1.76956, -1.06266]], "nbo_charge": [-0.446, -0.411, -0.316, -0.638, 0.111, -0.026, 0.222, 0.176, 0.209, 0.170, 0.204, 0.212, 0.363, 0.171], "homo_ev": -8.7, "lumo_energy_ev": 0.07, "orbital_gap_ev": 8.7}

=====

Winner for stability: 1)

=====

1) {"formula": "C6H11N4O", "method": "ωB97M-V with the def2-TZVPD basis set", "symbols": ["C", "C", "C", "C", "C", "C", "N", "N", "N", "N", "O", "H", "H", "H", "H", "H", "H", "H", "H", "H", "H", "H"], "xyz": [[1.23052, 3.24782, -1.52124], [0.94938, 2.58849, -0.36712], [0.86120, -0.79400, 1.56597], [1.41860, -1.39005, 0.19693], [-0.76474, -1.02416, 0.05530], [-2.13486, -1.37316, -0.36466], [0.89543, 2.43298, -2.53346], [0.46152, 1.38214, -2.00535], [0.44016, 1.40558, -0.69667], [-0.53209, -0.76913, 1.29981], [0.22541, -1.36238, -0.64464], [1.78281, 4.12570, -1.56994], [0.97763, 2.95843, 0.66130], [1.24556, -1.32248, 2.45591], [1.36305, 0.17022, 1.64902], [2.31991, -0.87191, -0.30132], [1.63888, -2.50263, 0.22484], [-2.12570, -1.89576, -1.35982], [-3.00519, -0.57275, -0.31171], [-2.44028, -2.20338, 0.38087], [-1.31815, -0.53715, 1.89449], [0.44748, 0.55840, -2.57039]], "nbo_charge": [-0.103, -0.082, -0.267, -0.091, 0.750, -0.730, -0.192, -0.129, -0.349, -0.522, -0.411, 0.230, 0.228, 0.250, 0.233, 0.251, 0.223, 0.279, 0.294, 0.276, 0.450, 0.412], "charge": 1, "homo_ev": -13.5, "lumo_energy_ev": -3.37, "orbital_gap_ev": 10.1}

=====

2) {"formula": "C6H11N4O", "method": "ωB97M-V with the def2-TZVPD basis set", "symbols": ["N", "N", "C", "C", "N", "N", "C", "C", "C", "C", "O", "H", "H", "H", "H", "H", "H", "H", "H", "H", "H", "H"], "xyz": [[-0.96130, 1.06868, 2.12646], [-0.24182, 1.22741, 0.92783], [-0.14962, 0.15146, 0.02546], [-1.29042, -0.83926, 0.11910], [-1.07130, -2.10237, 0.22058], [-2.48187, -0.32109, -0.17156], [0.08177, 0.56120, -1.32984], [1.29161, 0.62305, -1.86190], [2.48057, 0.14238, -1.19596], [2.38772, -0.49165, -0.04121], [1.19450, -0.82874, 0.45337], [-0.17453, 0.81857, 2.73468], [-1.37453, 2.02929, 2.38623], [0.52420, 1.83934, 1.03101], [-0.00315, -2.19493, 0.46490], [-1.70120, -2.90612, 0.31263], [-2.43597, 0.71148, -0.15645], [-3.37559, -0.76309, 0.21491], [-0.75510, 0.84817, -1.99578], [1.48667, 0.96731, -2.86527], [3.36774, 0.23123, -1.84921], [3.20162, -0.77232, 0.45003]], "nbo_charge": [-0.669, -0.462, 0.361, 0.550, -0.703, -0.735, -0.335, -0.119, -0.360, 0.205, -0.601, 0.367, 0.386, 0.398, 0.476, 0.451, 0.428, 0.442, 0.246, 0.235, 0.245, 0.195], "charge": 1, "homo_ev": -12.0, "lumo_energy_ev": -3.36, "orbital_gap_ev": 8.6, "smiles": "NN[C@@]1(C(N)=[NH2+])C=CC=CO1"}

=====

Winner for stability: 1)

=====

1) {"formula": "C2H7O2", "method": "ωB97M-V with the def2-TZVPD basis set", "symbols": ["C", "C", "O", "O", "H", "H", "H", "H", "H", "H", "H"], "xyz": [[-0.23668, 1.27516, -0.39896], [-0.06010, -1.31562, 0.21116], [1.68245, 0.05521, 0.15156], [0.35765, 0.11147, 0.28672], [-0.40888, 1.08465, -1.79995], [-1.15852, 1.52488, 0.08749], [0.50553, 2.09860, -0.21506], [-0.99801, -1.44636, -0.25803], [0.78467, -1.90939, -0.37536], [-0.22118, -1.74765, 1.17970], [2.15134, -0.05528, 1.08220]], "nbo_charge": [-0.279, -0.283, -0.376, -0.082, 0.263, 0.240, 0.259, 0.236, 0.265, 0.240, 0.517], "charge": 1, "homo_ev": -17.2, "lumo_energy_ev": -3.70, "orbital_gap_ev": 13.5}

=====

2) {"formula": "C2H7O2", "method": "ωB97M-V with the def2-TZVPD basis set", "symbols": ["O", "H", "H", "H", "C", "C", "O", "H", "H", "H", "H"], "xyz": [[-1.28850, -0.24556, -1.30144], [-1.42734, 0.39799, -2.00947], [-0.88717, -0.32153, 1.27747], [-2.14034, -0.69753, -1.18965], [0.17003, -0.10423, 1.38318], [0.68408, 0.33660, 0.10401], [1.48863, -0.41927, -0.50603], [0.26959, 0.71223, 2.08857], [0.75815, -0.95455, 1.72531], [0.46582, 1.33511, -0.27165], [1.90706, -0.03926, -1.30030]], "nbo_charge": [-0.969, 0.496, 0.308, 0.509, -0.746, 0.605, -0.514, 0.286, 0.273, 0.211, 0.540], "charge": 1, "homo_ev": -16.6, "lumo_energy_ev": -5.44, "orbital_gap_ev": 11.2}

=====

Winner for stability: 2)